Record 1
Density functional theory data (the ωB97M-V functional and the def2-TZVPD basis) for a molecular structure, C22H35GePPdSSe2.

Summary:
Electronic energy   -234196.750 eV
Max |F|   0.018 Eh/bohr
Spin multiplicity   1
Kohn-Sham gap   7.14 eV
Charge   0
HOMO level   -7.49 eV

CARTESIAN COORDINATES (ANGSTROEM)
1 Pd 0.689 -0.101 -0.822
2 Se -0.303 -2.252 -0.142
3 Se 0.388 2.036 -2.140
4 Ge 0.189 -1.455 2.000
5 S 3.275 -0.766 -1.785
6 P -0.939 0.365 -2.098
7 C 3.627 -2.440 -1.214
8 C -0.361 -1.760 -3.818
9 C -2.094 -0.841 -5.794
10 C -1.355 -2.001 -5.994
11 C -1.105 -0.605 -3.614
12 C -1.974 -0.143 -4.603
13 C -3.085 1.905 -1.199
14 C 2.224 0.245 4.217
15 C -4.390 2.069 -0.759
16 C 2.804 -0.754 3.222
17 C -1.432 1.099 1.945
18 C 2.049 -0.795 1.889
19 C -3.499 -0.455 -1.521
20 C -4.801 -0.284 -1.073
21 C 4.700 0.128 -1.142
22 C -0.493 -2.460 -5.010
23 C 2.980 0.266 5.541
24 C -2.642 0.644 -1.582
25 C -1.250 -0.254 2.627
26 C -0.310 2.101 2.199
27 C -5.244 0.977 -0.693
28 C -0.652 3.486 1.660
29 H 2.543 -1.473 1.192
30 H 2.790 -1.753 3.671
31 H 0.309 -2.106 -3.041
32 H -3.140 -1.435 -1.805
33 H 0.143 4.208 1.856
34 H -4.740 3.050 -0.465
35 H 0.175 -2.635 2.992
36 H -2.405 2.747 -1.248
37 H 2.233 1.241 3.766
38 H -5.466 -1.135 -1.018
39 H -2.555 0.757 -4.440
40 H 3.857 -0.507 3.049
41 H 2.564 1.004 6.228
42 H 4.033 0.510 5.384
43 H -1.131 -0.113 3.708
44 H 5.622 -0.235 -1.594
45 H -2.145 -0.865 2.493
46 H 4.756 0.035 -0.058
47 H 0.609 1.748 1.727
48 H -1.453 -2.548 -6.923
49 H -0.804 3.447 0.579
50 H -0.112 2.155 3.275
51 H -2.370 1.546 2.295
52 H 1.173 0.000 4.405
53 H 2.689 -2.991 -1.286
54 H 0.080 -3.364 -5.167
55 H 2.062 0.201 1.426
56 H 2.933 -0.710 6.029
57 H -1.546 0.953 0.869
58 H -2.763 -0.483 -6.565
59 H 4.389 -2.917 -1.828
60 H -6.260 1.108 -0.343
61 H -1.568 3.858 2.125
62 H 3.942 -2.428 -0.172
63 H 4.555 1.173 -1.409


Record 2
Density functional theory data (the ωB97M-V functional and the def2-TZVPD basis) for a molecular structure, C22H35MgO3.

Summary:
Electronic energy   -34966.604 eV
Max |F|   0.068 Eh/bohr
Spin multiplicity   1
Kohn-Sham gap   3.53 eV
Charge   -1
HOMO level   -1.96 eV

CARTESIAN COORDINATES (ANGSTROEM)
1 Mg 2.701 0.810 -0.655
2 O -2.058 -0.692 -0.344
3 O 1.851 1.809 -1.940
4 O 2.272 1.491 1.014
5 C -1.814 -2.751 3.096
6 C 1.505 3.156 -1.417
7 C 2.886 -1.381 -0.659
8 C 2.044 -1.273 -1.825
9 C 1.693 2.308 3.225
10 C 3.382 0.480 2.864
11 C -4.079 -0.113 -0.724
12 C 0.797 -1.859 -1.521
13 C -2.787 -1.132 -2.637
14 C 0.930 1.495 -3.064
15 C -0.452 -3.008 3.431
16 C 0.828 -2.295 -0.170
17 C -0.569 -0.904 2.481
18 C 2.748 1.728 2.299
19 C -3.394 -2.692 -0.739
20 C 0.274 2.811 -3.490
21 C -1.887 -1.444 2.537
22 C -3.115 -1.269 -1.157
23 C 2.090 -1.975 0.367
24 C 0.743 3.898 -2.513
25 C 0.308 -1.853 3.092
26 C -2.801 0.566 -0.255
27 H -3.277 -1.902 -3.237
28 H 0.039 -2.833 0.329
29 H -2.652 -3.418 3.245
30 H 1.509 0.992 -3.845
31 H -3.860 -2.711 0.249
32 H -4.080 -3.153 -1.463
33 H 1.089 3.071 2.732
34 H 1.393 4.633 -2.990
35 H -0.102 4.431 -2.070
36 H 3.958 -0.049 2.100
37 H 3.542 2.488 2.249
38 H 0.523 3.050 -4.527
39 H 1.025 1.534 3.618
40 H 0.196 0.789 -2.651
41 H 2.200 2.751 4.086
42 H 2.416 -2.152 1.383
43 H -0.050 -3.923 3.864
44 H 1.368 -1.715 3.269
45 H -3.113 -0.147 -2.993
46 H 0.002 -2.104 -2.224
47 H 2.460 3.603 -1.091
48 H -0.285 0.033 2.027
49 H -2.458 -3.271 -0.718
50 H -1.706 -1.199 -2.805
51 H -2.775 0.943 0.761
52 H -2.393 1.286 -0.970
53 H -2.789 -0.928 2.240
54 H 4.048 0.739 3.688
55 H -4.727 -0.389 0.110
56 H -4.637 0.358 -1.532
57 H 0.878 2.982 -0.532
58 H 2.382 -0.941 -2.807
59 H 2.612 -0.186 3.262
60 H 3.984 -1.280 -0.630
61 H -0.815 2.705 -3.424


Record 3
Density functional theory data (the ωB97M-V functional and the def2-TZVPD basis) for a molecular structure, C22H35N2O3PPtS2.

Summary:
Electronic energy   -66707.601 eV
Max |F|   0.017 Eh/bohr
Spin multiplicity   5
Relative energy (zero: lowest compared OMol25 entry of this formula, charge and spin)   0.3 kcal/mol
Kohn-Sham gap (alpha / beta)   4.83 / 6.23 eV
Charge   -2
HOMO level (alpha / beta)   -0.15 / -1.64 eV
Expectation value of S²   6.08

CARTESIAN COORDINATES (ANGSTROEM)
1 Pt 0.621 -0.207 0.040
2 S -3.980 -3.690 2.330
3 S -2.175 -1.527 0.370
4 P -3.886 -2.135 1.115
5 O -4.999 -2.407 -0.041
6 O 2.334 -1.574 -1.970
7 O -4.646 -0.856 1.822
8 N 0.594 0.080 2.091
9 N 2.212 0.753 3.664
10 C 3.006 2.162 6.025
11 C 0.648 1.690 -0.402
12 C 1.532 1.935 5.687
13 C -7.011 -1.122 -0.237
14 C 0.185 -2.426 -2.058
15 C 1.103 -1.428 -1.419
16 C -0.684 2.916 1.290
17 C -4.359 -0.470 3.171
18 C -5.668 -1.462 -0.872
19 C 0.295 2.885 0.249
20 C 3.833 2.217 4.740
21 C 0.893 4.132 -0.088
22 C 0.574 5.297 0.587
23 C -0.991 4.086 1.954
24 C 1.745 0.390 2.414
25 C -0.366 5.296 1.621
26 C 3.381 -0.768 -1.440
27 C -4.877 -0.206 -1.212
28 C 3.614 0.949 3.918
29 C -5.588 0.263 3.669
30 C -3.108 0.393 3.251
31 C 1.370 0.677 4.840
32 H -0.612 6.211 2.148
33 H -6.468 -0.380 3.590
34 H 1.156 2.787 5.111
35 H -5.854 -2.008 -1.801
36 H 2.982 0.059 -0.861
37 H 4.123 1.007 2.958
38 H 3.514 3.075 4.139
39 H -7.619 -0.524 -0.925
40 H 0.343 0.554 4.499
41 H -6.843 -0.558 0.683
42 H -1.731 4.066 2.748
43 H 0.658 -2.892 -2.929
44 H 0.931 1.851 6.599
45 H 3.973 -0.387 -2.275
46 H 4.034 0.091 4.475
47 H 4.898 2.336 4.965
48 H -0.092 -3.206 -1.345
49 H -4.216 -1.375 3.765
50 H 1.063 6.226 0.311
51 H -5.458 0.560 4.713
52 H 4.024 -1.375 -0.797
53 H 1.639 -0.206 5.444
54 H -3.910 -0.454 -1.648
55 H -5.458 0.394 -1.919
56 H -5.755 1.161 3.066
57 H -2.256 -0.111 2.791
58 H 3.364 1.331 6.646
59 H 3.133 3.080 6.607
60 H -7.548 -2.039 0.015
61 H -1.160 1.981 1.553
62 H -2.865 0.605 4.297
63 H 1.633 4.149 -0.882
64 H -3.266 1.339 2.722
65 H -0.748 -1.947 -2.356
66 H -4.686 0.384 -0.313


Record 4
Density functional theory data (the ωB97M-V functional and the def2-TZVPD basis) for a single C22H35N3O2 molecule.

Summary:
Electronic energy   -31950.769 eV
Max |F|   0.011 Eh/bohr
Spin multiplicity   1
Relative energy (zero: lowest compared OMol25 entry of this formula, charge and spin)   0.0 kcal/mol
Kohn-Sham gap   9.44 eV
Charge   0
HOMO level   -8.83 eV

CARTESIAN COORDINATES (ANGSTROEM)
1 O -1.785 -2.722 -1.100
2 O 2.622 -1.336 1.887
3 N 2.085 -0.303 -0.077
4 N -0.842 -0.808 -0.331
5 N 1.345 -2.452 0.404
6 C 0.565 -4.200 -0.999
7 C -3.748 1.509 1.742
8 C -2.922 -0.718 0.976
9 C -2.059 -0.033 -0.088
10 C -2.890 2.194 0.679
11 C 0.621 -2.669 -0.832
12 C 1.378 -4.766 0.168
13 C 4.694 3.049 -0.624
14 C -4.166 0.127 1.243
15 C 2.386 2.098 -0.371
16 C -1.643 1.352 0.408
17 C -2.867 0.114 -1.381
18 C 2.078 -1.379 0.801
19 C -0.813 -2.076 -0.765
20 C 2.977 0.813 0.203
21 C -4.111 0.956 -1.108
22 C 4.382 0.576 -0.358
23 C -3.696 2.340 -0.611
24 C 1.297 -3.656 1.210
25 C 5.286 1.765 -0.051
26 C 3.295 3.285 -0.064
27 C -4.970 0.268 -0.049
28 H -5.275 -0.718 -0.404
29 H -4.686 1.059 -2.035
30 H 0.028 -0.381 -0.038
31 H -3.206 -1.709 0.620
32 H 2.019 -0.526 -1.061
33 H 3.357 3.418 1.018
34 H 5.391 1.864 1.031
35 H 6.279 1.591 -0.470
36 H 5.339 3.896 -0.381
37 H -5.873 0.855 0.137
38 H 4.641 2.971 -1.713
39 H -4.634 2.114 1.948
40 H 1.131 -2.197 -1.681
41 H 0.957 -4.514 -1.964
42 H 2.870 4.195 -0.491
43 H -2.247 0.589 -2.145
44 H -3.183 1.415 2.672
45 H 1.394 2.267 0.053
46 H 2.277 1.992 -1.454
47 H -4.780 -0.366 2.004
48 H -3.094 2.845 -1.371
49 H -4.582 2.951 -0.427
50 H -3.149 -0.876 -1.740
51 H -2.340 -0.837 1.893
52 H 0.978 -5.708 0.534
53 H 2.121 -3.646 1.923
54 H -0.480 -4.511 -0.941
55 H 3.036 0.882 1.294
56 H 2.417 -4.919 -0.129
57 H -1.024 1.840 -0.349
58 H -2.585 3.184 1.036
59 H 4.793 -0.334 0.083
60 H 4.318 0.433 -1.441
61 H 0.348 -3.702 1.757
62 H -1.053 1.253 1.323


Record 5
Density functional theory data (the ωB97M-V functional and the def2-TZVPD basis) for a single C22H35N3O4S molecule.

Summary:
Electronic energy   -46878.063 eV
Max |F|   0.021 Eh/bohr
Spin multiplicity   1
Relative energy (zero: lowest compared OMol25 entry of this formula, charge and spin)   46.6 kcal/mol
Kohn-Sham gap   8.83 eV
Charge   0
HOMO level   -8.26 eV

CARTESIAN COORDINATES (ANGSTROEM)
1 S -1.106 -0.944 -0.516
2 O -2.209 2.961 -0.876
3 O -1.061 -0.391 -1.844
4 O -0.401 -0.253 0.530
5 O 4.713 -0.624 1.755
6 N -0.571 -2.533 -0.586
7 N 0.468 3.542 -0.135
8 N 3.867 0.985 0.437
9 C -1.162 2.890 -1.820
10 C -5.459 -1.218 0.783
11 C 3.487 1.860 1.525
12 C -6.896 -1.276 1.202
13 C -4.646 -2.343 0.854
14 C 4.358 -0.255 0.653
15 C 3.413 -0.944 -1.646
16 C 2.012 2.258 1.432
17 C 4.495 -1.150 -0.586
18 C -0.605 3.548 0.845
19 C -4.920 -0.027 0.304
20 C -3.598 0.042 -0.099
21 C 1.942 -2.667 -0.543
22 C 0.605 -2.900 0.176
23 C 4.456 -2.617 -0.144
24 C 3.086 -2.965 0.432
25 C 2.037 -1.229 -1.054
26 C -2.813 -1.094 -0.023
27 C 1.791 3.419 0.443
28 C -3.320 -2.284 0.455
29 C -1.907 3.903 0.127
30 C 0.176 2.553 -1.162
31 H 0.567 -2.289 1.079
32 H 0.960 2.588 -1.922
33 H -7.123 -0.469 1.896
34 H -0.729 2.564 1.325
35 H -2.680 -3.150 0.509
36 H 5.214 -2.783 0.622
37 H -7.543 -1.159 0.334
38 H -0.385 4.299 1.606
39 H 3.604 -1.639 -2.469
40 H 1.848 -0.555 -0.218
41 H 3.064 -4.021 0.709
42 H -2.749 3.892 0.823
43 H -1.812 4.904 -0.321
44 H 2.011 -3.352 -1.398
45 H -0.545 -2.839 -1.547
46 H 3.444 0.061 -2.073
47 H 2.010 4.365 0.951
48 H -1.081 3.854 -2.345
49 H -5.541 0.854 0.248
50 H 4.680 -3.258 -1.000
51 H 2.939 -2.381 1.342
52 H -5.050 -3.273 1.227
53 H 1.663 2.556 2.422
54 H 0.112 1.536 -0.756
55 H 3.540 1.244 -0.478
56 H -3.170 0.962 -0.467
57 H -7.127 -2.225 1.679
58 H 0.512 -3.954 0.460
59 H 4.119 2.756 1.520
60 H 3.683 1.303 2.444
61 H -1.435 2.100 -2.521
62 H 2.489 3.329 -0.395
63 H 5.481 -0.933 -1.017
64 H 1.266 -1.042 -1.804
65 H 1.424 1.389 1.127


Record 6
Density functional theory data (the ωB97M-V functional and the def2-TZVPD basis) for a molecular structure, C22H36AlBBeBrClF11N2O9S2.

Summary:
Electronic energy   -186588.312 eV
Max |F|   0.065 Eh/bohr
Spin multiplicity   1
Kohn-Sham gap   1.75 eV
Charge   +1
HOMO level   -10.68 eV

CARTESIAN COORDINATES (ANGSTROEM)
1 Br 9.030 3.732 -0.312
2 Cl 1.934 2.063 -3.908
3 S -0.189 3.109 0.093
4 S 0.523 4.563 2.153
5 Al 3.880 -1.647 -0.069
6 F -0.079 -1.830 7.168
7 F 0.432 7.166 1.783
8 F 0.875 -2.348 5.117
9 F 0.923 3.514 -2.343
10 F -0.782 2.209 -2.269
11 F 1.988 -0.987 6.608
12 F -1.032 4.347 -2.097
13 F -4.219 -4.812 0.672
14 F 2.413 6.345 1.683
15 F 1.440 6.560 3.585
16 F 0.096 -0.213 5.534
17 O -1.489 -2.976 -1.004
18 O -3.008 0.633 -1.539
19 O 0.025 -4.121 0.047
20 O 1.498 3.674 2.744
21 O 0.236 -1.972 0.297
22 O -0.730 4.650 2.846
23 O -1.566 2.907 0.448
24 O 7.523 5.631 0.198
25 O 0.679 1.960 0.271
26 N 0.414 4.493 0.549
27 N -3.663 -2.727 -1.599
28 C -3.652 -0.638 0.561
29 C -2.886 -3.067 -0.431
30 C -0.444 -3.005 -0.187
31 C -3.304 -2.144 0.756
32 C -4.923 -0.420 -4.160
33 C -5.115 -2.852 -1.454
34 C -5.833 -2.336 -2.740
35 C 7.384 2.299 0.195
36 C 5.334 2.004 -1.043
37 C 6.949 0.185 -0.838
38 C 5.725 0.692 -1.316
39 C 6.157 2.813 -0.284
40 C 7.778 0.981 -0.094
41 C -0.269 3.317 -1.742
42 C 1.238 6.239 2.311
43 C 1.001 -0.658 2.129
44 C -5.771 -0.788 -2.902
45 C -3.005 -4.540 0.061
46 C -2.697 0.265 -0.197
47 C 2.009 -0.060 1.092
48 C 0.583 -2.102 1.712
49 C -2.825 -5.607 -1.069
50 B 0.714 -1.344 6.123
51 Be -0.177 -5.304 -1.701
52 H 1.343 -0.588 3.174
53 H -6.902 -2.609 -2.646
54 H -3.600 -6.379 -0.959
55 H -3.908 -0.843 -4.042
56 H 4.393 2.386 -1.423
57 H -1.653 -0.102 -0.184
58 H -5.375 -3.931 -1.400
59 H 7.936 5.444 -0.664
60 H -2.279 0.271 -2.046
61 H -4.255 -2.598 1.090
62 H 8.723 0.599 0.272
63 H -0.316 -2.433 2.253
64 H 2.947 -0.739 1.139
65 H 2.216 0.998 1.341
66 H -1.834 -6.110 -0.901
67 H 7.238 -0.835 -1.060
68 H -5.566 -2.304 -0.621
69 H -3.310 -3.193 -2.426
70 H 5.084 0.049 -1.914
71 H 8.044 2.946 0.821
72 H -3.666 -0.220 1.586
73 H -5.474 -2.849 -3.652
74 H -2.621 -2.187 1.622
75 H -4.695 -0.580 0.207
76 H -2.261 -4.808 0.835
77 H -2.702 1.210 0.368
78 H -6.764 -0.310 -2.954
79 H -5.380 -0.889 -5.047
80 H 7.411 6.594 0.212
81 H -4.860 0.671 -4.278
82 H 0.077 -0.052 2.063
83 H 5.867 3.832 -0.056
84 H 1.623 -0.019 0.049
85 H -5.257 -0.330 -2.039
86 H -2.784 -5.171 -2.081
87 H 1.433 -2.774 1.922


Record 7
Density functional theory data (the ωB97M-V functional and the def2-TZVPD basis) for a molecular structure, C22H36AsN6O2PdSeSi3.

Summary:
Electronic energy   -189730.368 eV
Max |F|   0.006 Eh/bohr
Spin multiplicity   1
Relative energy (zero: lowest compared OMol25 entry of this formula, charge and spin)   0.6 kcal/mol
Kohn-Sham gap   6.93 eV
Charge   +1
HOMO level   -10.67 eV

CARTESIAN COORDINATES (ANGSTROEM)
1 Pd 0.196 0.441 -0.052
2 Se 5.766 -0.328 -5.221
3 As -1.642 2.134 -0.014
4 Si -3.890 1.342 -0.315
5 Si -1.229 3.812 -1.678
6 Si -1.559 3.329 2.052
7 O -2.562 -2.491 1.295
8 O -1.191 -1.446 -0.165
9 N 0.527 0.472 -2.039
10 N 4.012 -0.067 -5.324
11 N -1.361 -0.741 2.033
12 N 2.291 -0.073 -0.110
13 N -0.137 -0.018 1.914
14 N 5.767 -0.388 -3.446
15 C -2.157 3.457 -3.265
16 C 0.246 3.796 2.226
17 C 4.531 -0.220 -3.057
18 C 4.497 -0.530 0.678
19 C -3.885 0.246 -1.821
20 C -2.127 2.206 3.443
21 C 4.117 -0.237 -1.659
22 C 1.145 0.262 -4.731
23 C 2.773 -0.016 -1.368
24 C 3.138 -0.318 0.879
25 C 0.618 3.858 -1.981
26 C 2.151 0.162 -3.769
27 C -0.159 0.402 -4.315
28 C -4.484 0.430 1.187
29 C 3.557 -0.041 -4.100
30 C 4.994 -0.494 -0.606
31 C -1.720 -1.679 0.952
32 C 1.800 0.233 -2.425
33 C -4.932 2.880 -0.549
34 C -2.644 4.845 2.136
35 C -0.431 0.511 -2.955
36 C -1.771 5.491 -1.074
37 H -2.742 5.100 3.195
38 H 5.138 -0.728 1.525
39 H -0.200 0.805 2.509
40 H 0.968 3.022 -2.587
41 H -1.436 -1.208 2.929
42 H 0.416 4.320 3.169
43 H -3.650 0.788 -2.740
44 H -2.079 1.136 3.245
45 H -4.350 1.005 2.103
46 H -3.649 4.656 1.757
47 H -2.239 5.712 1.621
48 H -5.946 2.580 -0.827
49 H -4.883 -0.182 -1.941
50 H -4.562 3.550 -1.325
51 H -3.175 2.428 3.655
52 H 2.728 -0.349 1.881
53 H -0.975 0.439 -5.022
54 H -1.678 6.187 -1.913
55 H -5.559 0.267 1.055
56 H -2.809 5.510 -0.739
57 H 0.911 2.929 2.193
58 H -2.015 4.319 -3.924
59 H -1.137 5.864 -0.269
60 H 1.172 3.849 -1.040
61 H 0.548 4.463 1.415
62 H -1.438 0.628 -2.585
63 H 1.406 0.199 -5.779
64 H -5.006 3.447 0.381
65 H -1.563 2.439 4.350
66 H -3.185 -0.582 -1.679
67 H 6.041 -0.666 -0.817
68 H -4.015 -0.546 1.310
69 H 0.870 4.780 -2.511
70 H -3.229 3.348 -3.105
71 H -1.802 2.580 -3.802
72 H 0.650 -0.578 2.241